Entry 1:
Below is a molecular structure, C46H46CuFN6O3P2S, with properties calculated with the ωB97M-V functional and the def2-TZVPD basis.

Last column: Löwdin spin population.
CARTESIAN COORDINATES (ANGSTROEM)
Cu1 -1.033 -1.535 -1.752  0.003
C1 -3.775 1.095 -3.161  0.000
N1 -3.510 0.716 -1.741  0.000
P1 -2.162 1.713 -1.172  0.000
C2 -2.957 3.373 -0.993  0.000
C3 -4.328 3.571 -0.821  0.000
C4 -4.843 4.854 -0.683  0.000
C5 -3.994 5.958 -0.712  0.000
C6 -2.629 5.771 -0.885  0.000
C7 -2.118 4.485 -1.035  0.000
C8 -2.041 1.282 0.622  0.001
C9 -3.006 1.344 1.520  0.002
C10 -2.672 1.064 2.973  0.016
C11 -1.349 1.715 3.353  0.008
C12 -0.364 1.620 2.477  0.004
C13 -0.660 0.943 1.159  0.009
P2 -3.124 -0.986 -1.526  0.001
C14 -3.978 -1.442 0.020  0.004
C15 -3.462 -2.520 0.738  0.000
C16 -4.121 -2.994 1.867  0.003
C17 -5.298 -2.390 2.283  0.003
C18 -5.816 -1.310 1.573  0.002
C19 -5.159 -0.838 0.444  0.000
C20 -4.175 -1.861 -2.734  0.000
C21 -3.549 -2.823 -3.529  0.000
C22 -4.296 -3.595 -4.417  0.000
C23 -5.663 -3.403 -4.518  0.000
C24 -6.294 -2.445 -3.727  0.000
C25 -5.557 -1.685 -2.834  0.000
H1 -3.845 2.177 -3.235  0.000
H2 -4.718 0.677 -3.496  0.000
H3 -2.985 0.757 -3.847  0.000
H4 -4.994 2.711 -0.806  0.000
H5 -5.912 4.997 -0.556  0.000
H6 -4.398 6.959 -0.612  0.000
H7 -1.964 6.629 -0.922  0.000
H8 -1.049 4.343 -1.188  0.000
H9 -4.031 1.597 1.263  0.000
H10 -3.473 1.429 3.604  0.001
H11 -1.225 2.140 4.346  0.001
H12 0.648 1.960 2.684  0.000
H13 0.107 1.118 0.416  0.000
H14 -2.535 -2.984 0.410  0.000
H15 -3.712 -3.831 2.424  0.000
H16 -5.816 -2.761 3.162  0.001
H17 -6.738 -0.837 1.901  0.000
H18 -5.552 0.011 -0.108  0.000
H19 -2.479 -2.981 -3.437  0.000
H20 -3.803 -4.346 -5.025  0.000
H21 -6.247 -4.004 -5.207  0.000
H22 -7.366 -2.299 -3.802  0.000
H23 -6.062 -0.956 -2.209  0.000
C26 5.973 -3.185 0.281  0.000
C27 5.628 -2.839 -1.161  0.000
N2 4.322 -2.170 -1.286  0.000
C28 3.238 -2.914 -1.600  0.000
C29 1.964 -2.458 -1.763  0.000
C30 0.957 -3.566 -2.136  0.000
O1 1.458 -4.666 -2.368  0.000
O2 -0.286 -3.260 -2.168  0.000
C31 1.730 -1.056 -1.606  0.000
O3 0.640 -0.466 -1.669  0.001
C32 2.925 -0.236 -1.333  0.000
C33 2.806 1.142 -1.250  0.000
C34 3.878 1.924 -0.944  0.000
F1 3.674 3.253 -0.915  0.000
C35 5.148 1.381 -0.679  0.000
C36 5.262 0.009 -0.774  0.000
C37 4.183 -0.805 -1.133  0.000
N3 6.295 2.134 -0.270  0.000
C38 7.576 1.800 -0.909  0.000
C39 8.699 1.947 0.137  0.000
N4 8.193 2.887 1.197  0.000
C40 7.551 4.076 0.530  0.000
C41 6.210 3.596 -0.072  0.000
H24 6.970 -3.629 0.331  0.000
H25 5.257 -3.907 0.681  0.000
H26 5.951 -2.300 0.925  0.000
H27 5.581 -3.740 -1.759  0.000
H28 6.388 -2.206 -1.611  0.000
H29 3.394 -3.980 -1.736  0.000
H30 1.846 1.604 -1.463  0.000
H31 6.206 -0.457 -0.518  0.000
H32 7.763 2.458 -1.766  0.000
H33 7.575 0.788 -1.285  0.000
H34 9.595 2.377 -0.293  0.000
H35 8.948 1.009 0.620  0.000
H36 8.913 3.141 1.859  0.000
H37 7.452 2.391 1.683  0.000
H38 8.246 4.427 -0.226  0.000
H39 7.405 4.865 1.258  0.000
H40 6.021 4.141 -0.996  0.000
H41 5.408 3.816 0.617  0.000
C42 -1.276 -3.821 5.414  0.045
C43 -1.824 -2.661 4.630  0.281
C44 -3.083 -2.067 4.890  0.017
C45 -3.454 -0.968 4.200  0.211
N5 -2.592 -0.399 3.241  0.181
C46 -1.448 -1.155 2.903  0.128
S1 -0.548 -0.896 1.399  0.036
N6 -1.077 -2.194 3.576  0.004
H42 -1.947 -4.100 6.227  -0.001
H43 -0.301 -3.572 5.843  0.013
H44 -1.125 -4.694 4.769  0.014
H45 -3.770 -2.505 5.609  -0.004
H46 -4.414 -0.477 4.323  0.013

For the molar mass, the calculation gives 907.47 g/mol. The calculation puts the max |F| at 0.95 eV Å⁻¹. Its expectation value of S² is 0.7766. As for the total charge: +1. As for the spin multiplicity: 2. The value obtained for the HOMO energy (alpha / beta) is -6.857 / -9.411 eV. Its gap between HOMO and LUMO (alpha / beta) is 3.60 / 6.16 eV.


Entry 2:
Below is 5 unconnected molecules or ions with the total composition C16H26N5S, with properties calculated with the ωB97M-V functional and the def2-TZVPD basis.

Last column: Löwdin charge in e.
CARTESIAN COORDINATES (ANGSTROEM)
S1 1.061 1.389 0.074  1.089
C1 0.185 -0.110 0.569  -0.403
C2 0.969 -0.786 1.706  -0.222
C3 1.146 -2.303 1.475  -0.150
C4 2.615 -2.504 1.105  -0.125
N1 2.931 -1.706 -0.072  -0.117
C5 3.991 -0.843 -0.157  -0.115
C6 3.954 -0.202 -1.363  -0.102
C7 2.822 -0.711 -2.064  -0.101
C8 2.226 -1.631 -1.249  -0.122
H1 0.798 1.463 -1.255  -0.058
H2 2.333 0.928 0.036  -0.031
H3 0.092 -0.717 -0.325  0.066
H4 -0.810 0.209 0.882  0.093
H5 1.969 -0.353 1.769  0.089
H6 0.481 -0.562 2.655  0.123
H7 0.478 -2.655 0.687  0.109
H8 0.902 -2.871 2.373  0.121
H9 2.922 -3.543 0.988  0.133
H10 3.206 -2.077 1.918  0.129
H11 4.682 -0.734 0.667  0.076
H12 4.655 0.532 -1.726  0.104
H13 2.475 -0.451 -3.051  0.106
H14 1.352 -2.235 -1.445  0.128
C9 -2.311 3.024 -1.601  -0.058
C10 -1.399 2.129 -2.293  -0.261
N2 -0.640 1.406 -2.767  0.132
H15 -3.206 3.205 -2.194  0.092
H16 -2.632 2.586 -0.658  0.060
H17 -1.833 3.982 -1.402  0.094
C11 -4.818 -0.326 -1.724  -0.074
C12 -4.971 0.855 -0.888  -0.309
N3 -5.077 1.796 -0.239  0.134
H18 -5.703 -0.951 -1.617  0.051
H19 -4.704 -0.037 -2.768  0.085
H20 -3.941 -0.895 -1.419  0.078
C13 8.448 -0.035 1.351  -0.057
C14 7.101 0.050 1.898  -0.264
N4 6.040 0.113 2.331  0.127
H21 9.170 -0.151 2.157  0.089
H22 8.526 -0.890 0.683  0.087
H23 8.684 0.870 0.796  0.087
C15 -9.153 1.048 1.166  -0.058
C16 -8.269 0.133 0.462  -0.256
N5 -7.571 -0.583 -0.099  0.146
H24 -10.047 1.233 0.574  0.087
H25 -9.448 0.623 2.124  0.086
H26 -8.643 1.993 1.341  0.085

For the molar mass, the calculation gives 320.49 g/mol. The calculation puts the max |F| at 0.80 eV Å⁻¹. As for the total charge: +1. The value obtained for the HOMO energy is -11.600 eV. Its gap between HOMO and LUMO is 9.16 eV.


Entry 3:
Below is a molecular structure, C3H7O4S2 at a distorted geometry, with properties calculated with the ωB97M-V functional and the def2-TZVPD basis.

Last column: Löwdin charge in e.
CARTESIAN COORDINATES (ANGSTROEM)
C1 3.362 -0.689 -1.052  -0.084
C2 2.261 0.055 -0.739  -0.059
C3 -1.091 1.184 0.830  -0.826
O1 -2.584 -1.236 0.793  -0.270
O2 -0.126 -1.212 1.487  -0.315
O3 -0.703 -0.981 -0.839  -0.396
O4 -1.562 1.173 2.106  -0.216
S1 -2.279 1.450 -0.488  0.573
S2 -0.970 -0.646 0.506  0.467
H1 -1.735 2.730 -1.082  -0.091
H2 4.418 -0.399 -0.849  0.041
H3 3.152 -1.566 -1.495  -0.018
H4 2.088 1.016 -0.201  0.061
H5 1.303 -0.325 -1.187  0.034
H6 -2.457 0.754 2.222  0.082
H7 -3.076 -1.309 -0.012  0.017

For the molar mass, the calculation gives 171.22 g/mol. The calculation puts the max |F| at 5.21 eV Å⁻¹. As for the total charge: -1. The value obtained for the HOMO energy is -3.737 eV. Its relative energy (zero: lowest compared OMol25 entry of this formula, charge and spin) is 442.2 kJ/mol. Its gap between HOMO and LUMO is 7.04 eV.


Entry 4:
Below is a gas-phase ion, C5H3FNO (charge +1) at a distorted geometry, with properties calculated with the ωB97M-V functional and the def2-TZVPD basis.

Last column: Löwdin charge in e.
CARTESIAN COORDINATES (ANGSTROEM)
O1 2.780 0.789 0.802  0.326
C1 1.921 0.250 0.288  -0.080
C2 0.888 -0.295 -0.334  -0.069
C3 -0.155 -1.118 0.298  -0.026
C4 -1.400 -0.634 0.375  -0.055
N1 -1.593 0.657 -0.070  0.221
C5 -0.753 1.408 -0.463  -0.067
F1 -0.457 2.530 -0.919  0.316
H1 0.947 -0.348 -1.417  0.159
H2 0.088 -2.100 0.675  0.136
H3 -2.266 -1.140 0.766  0.138

For the molar mass, the calculation gives 112.08 g/mol. The calculation puts the max |F| at 2.20 eV Å⁻¹. As for the SMILES: O=C=C/C=C\[N+]#CF. As for the total charge: +1. The value obtained for the HOMO energy is -14.971 eV. Its gap between HOMO and LUMO is 8.95 eV.


Entry 5:
Below is C3H4F2O in the gas phase at a distorted geometry, with properties calculated with the ωB97M-V functional and the def2-TZVPD basis.

Last column: Löwdin charge in e.
CARTESIAN COORDINATES (ANGSTROEM)
F1 1.978 -0.517 0.219  0.132
C1 1.098 0.172 -0.437  -0.448
F2 0.967 1.394 0.091  0.090
C2 -0.187 -0.445 -0.291  -0.307
C3 -1.088 -0.036 0.725  -0.037
O1 -1.268 0.335 -0.701  -0.008
H1 1.455 0.245 -1.396  0.146
H2 -0.181 -1.572 -0.615  0.193
H3 -0.801 0.890 1.234  0.119
H4 -1.975 -0.465 1.171  0.119

For the molar mass, the calculation gives 94.06 g/mol. The calculation puts the max |F| at 5.38 eV Å⁻¹. As for the SMILES: FC(F)[C@H]1CO1. The value obtained for the HOMO energy is -10.655 eV. Its relative energy (zero: lowest compared OMol25 entry of this formula, charge and spin) is 168.3 kJ/mol. Its gap between HOMO and LUMO is 11.72 eV.


Entry 6:
Below is a molecular structure, C8H24ClO4S2 at a distorted geometry, with properties calculated with the ωB97M-V functional and the def2-TZVPD basis.

Last column: Löwdin charge in e.
CARTESIAN COORDINATES (ANGSTROEM)
Cl1 -0.423 -1.520 -0.711  -0.334
C1 -2.464 1.627 1.703  -0.124
C2 -1.747 0.553 2.417  -0.437
O1 -0.586 0.340 1.782  -0.195
H1 -3.284 2.278 2.094  0.073
H2 -2.945 1.410 0.703  0.101
H3 -1.976 2.535 1.591  0.018
H4 -2.497 -0.546 2.620  0.175
H5 -1.463 0.682 3.504  0.108
H6 -1.000 -0.221 1.013  -0.022
C3 -4.906 -3.929 0.735  -0.088
C4 -3.880 -3.150 -0.010  -0.267
O2 -3.299 -2.147 0.867  -0.031
H7 -5.585 -3.406 1.546  0.124
H8 -4.358 -4.515 1.291  -0.001
H9 -5.578 -4.538 0.135  0.072
H10 -4.392 -2.727 -0.714  0.048
H11 -3.164 -3.734 -0.498  0.102
H12 -2.738 -1.734 0.431  -0.162
C5 5.718 -0.442 -1.725  -0.269
S1 4.079 0.247 -1.636  0.808
O3 4.004 1.458 -2.611  -0.570
C6 3.107 -1.049 -2.370  -0.271
H13 6.227 0.287 -1.146  0.030
H14 5.836 -0.730 -2.753  0.051
H15 5.710 -1.190 -0.893  0.068
H16 3.220 -2.007 -1.789  0.082
H17 3.515 -1.409 -3.173  -0.031
H18 1.994 -0.801 -2.315  0.039
C7 1.030 1.862 -0.808  -0.316
S2 1.564 2.232 0.854  0.808
O4 3.081 2.115 0.760  -0.607
C8 1.204 3.972 0.677  -0.330
H19 1.280 2.500 -1.625  0.034
H20 -0.187 1.730 -0.713  0.095
H21 1.351 0.785 -1.139  0.017
H22 1.730 4.375 -0.173  0.020
H23 1.792 4.729 1.437  0.103
H24 0.029 4.078 0.641  0.080

For the molar mass, the calculation gives 283.86 g/mol. The calculation puts the max |F| at 12.69 eV Å⁻¹. As for the total charge: -1. The value obtained for the HOMO energy is -5.140 eV. Its relative energy (zero: lowest compared OMol25 entry of this formula, charge and spin) is 284.5 kJ/mol. Its gap between HOMO and LUMO is 7.91 eV.